Record 1
The following is a quantum chemistry calculation of a gas-phase ion, C6H11N2 (charge +1) in a non-equilibrium geometry, from OMol25.

Summary:
2S+1 = 1
max |F| = 2.9 eV/A
E_tot = -344.37698 Eh
frontier orbital gap = 10.478 eV
energy relative to the best compared isomer or geometry (same formula, charge and spin) = 3.760 eV
HOMO energy = -14.0 eV
SMILES string = [NH2+]=C[C@@H]1C[C@@H]2CN[C@@H]21
charge = +1
E_LUMO = -3.5676 eV

```
19
C6H11N2 ωB97M-V/def2-TZVPD
N 0.0636 0.2010 -2.5141
C 0.3888 0.0746 -1.2648
C 0.0474 1.1534 -0.1544
C 0.9532 1.0286 1.0285
C 0.0492 -0.0475 1.5774
C 0.0116 -1.4347 0.8617
N -0.9928 -0.9585 -0.1329
C -1.0417 0.3991 0.5688
H 0.5821 -0.2676 -3.2121
H -0.8653 0.5429 -2.6573
H 1.2290 -0.5616 -1.0958
H -0.0816 2.1943 -0.4197
H 0.7712 1.9559 1.6985
H 2.0088 0.9866 0.9618
H -0.1133 -0.0040 2.6175
H 0.9075 -1.8280 0.2854
H -0.2194 -2.2164 1.6077
H -1.8476 -1.4262 -0.3355
H -1.9727 0.9243 0.6552
```

Record 2
The following is a quantum chemistry calculation of a molecular structure, C4H6O2Ru in a non-equilibrium geometry, from OMol25.

Summary:
2S+1 = 7
max |F| = 3.8 eV/A
E_tot = -400.37539 Eh
frontier orbital gap (spin up / spin down) = 9.519 / 6.706 eV
energy relative to the best compared isomer or geometry (same formula, charge and spin) = 0.000 eV
HOMO energy (spin up / spin down) = -18.7 / -19.0 eV
charge = +2
E_LUMO (spin up / spin down) = -9.1846 / -12.3216 eV

```
13
C4H6O2Ru ωB97M-V/def2-TZVPD
H 0.1246 -2.0409 -0.8046
O 0.7931 -2.9975 0.9816
C 0.4840 -2.0158 0.3371
C -0.5479 -1.0672 0.5860
C -0.7108 0.2601 -0.0637
C 0.5953 0.9237 -0.5350
O 0.4841 2.2950 -0.6117
Ru 0.2744 3.7281 0.3597
H -1.1577 -1.2792 1.4723
H -1.2573 0.9430 0.6045
H -1.3439 0.1201 -0.9576
H 0.8548 0.5044 -1.5265
H 1.4071 0.6262 0.1579
```

Record 3
The following is a quantum chemistry calculation of 2 unconnected molecules or ions with the total composition FH3OP2 in a non-equilibrium geometry, from OMol25.

Summary:
2S+1 = 1
max |F| = 2.7 eV/A
E_tot = -859.57853 Eh
frontier orbital gap = 8.631 eV
energy relative to the best compared isomer or geometry (same formula, charge and spin) = 1.439 eV
HOMO energy = -9.7 eV
charge = 0
E_LUMO = -1.0710 eV

```
7
FH3OP2 ωB97M-V/def2-TZVPD
O 1.2392 -0.3782 0.0942
F -0.6065 -2.0965 0.9510
P -1.4582 0.9777 -0.0831
P 0.5049 0.9976 -0.6706
H 2.1747 -0.3146 0.2434
H -1.7577 2.2064 -1.0019
H -0.0964 -1.3923 0.4670
```

Record 4
The following is a quantum chemistry calculation of 2 unconnected molecules or ions with the total composition C3H8NO3S in a non-equilibrium geometry, from OMol25.

Summary:
2S+1 = 2
max |F| = 2.4 eV/A
E_tot = -797.71189 Eh
frontier orbital gap (spin up / spin down) = 3.008 / 7.999 eV
energy relative to the best compared isomer or geometry (same formula, charge and spin) = 0.302 eV
HOMO energy (spin up / spin down) = 2.6 / -2.2 eV
charge = -2
E_LUMO (spin up / spin down) = 5.6449 / 5.7830 eV

```
16
C3H8NO3S ωB97M-V/def2-TZVPD
O 1.6649 0.4611 -1.1950
C 1.3646 0.5409 0.0249
O 1.9195 1.2148 0.9249
C 0.2351 -0.4561 0.4819
C -0.9644 -0.6627 -0.4224
S -1.3285 0.4883 -1.8227
N 0.9754 -1.7860 0.4808
H -0.0008 -0.4021 1.5429
H -1.0669 -1.6912 -0.7308
H -1.8985 -0.3963 0.0549
H -0.2649 0.3502 -2.6140
H 1.9868 -1.6606 0.5267
H 0.8394 -2.2279 -0.4232
H -1.3214 1.9806 0.3093
H -0.6412 2.0366 1.6361
O -1.4992 2.2106 1.2258
```

Q: Which value of max |F| does entry 3 give?
A: 2.7 eV/A

Q: What is the 2S+1 in the fourth record?
A: 2

Q: charge of number 3 (FH3OP2)?
A: 0

Q: What is the E_tot in the fourth record?
A: -797.71189 Eh